62
Properties=species:S:1:pos:R:3:nbo_charge:R:1 method="wB97M-V/def2-TZVPD" fmax_ev_per_a=3.7 total_charge=-2 gap_ev=6.2 homo_energy_ev=-2.38 relative_energy_kj_mol=20.18
Cs 11.484 11.164 13.986 0.93
C 12.003 12.627 20.657 -0.63
C 12.268 11.106 20.544 -0.21
N 12.722 10.673 19.267 -0.64
C 11.932 10.532 18.100 0.30
S 12.865 9.900 16.798 -0.52
N 10.653 10.883 18.230 -0.53
N 9.989 10.805 17.030 -0.24
C 8.786 11.177 17.121 0.20
C 8.054 11.652 18.325 -0.69
C 7.986 11.164 15.809 0.20
C 6.746 10.513 15.663 -0.27
C 5.979 10.834 14.565 -0.18
C 6.587 11.612 13.571 -0.27
C 7.856 12.126 13.726 0.05
N 8.570 11.880 14.838 -0.44
H 11.296 12.885 21.440 0.19
H 11.489 12.917 19.685 0.23
H 12.933 13.169 20.770 0.19
H 11.296 10.629 20.769 0.19
H 13.105 10.928 21.237 0.18
H 13.606 10.285 19.160 0.40
H 8.039 12.747 18.239 0.22
H 8.620 11.488 19.218 0.25
H 7.020 11.287 18.286 0.21
H 6.350 9.728 16.327 0.21
H 4.988 10.491 14.434 0.20
H 6.150 11.743 12.627 0.22
H 8.276 12.670 12.936 0.24
N 10.881 6.640 15.377 -0.87
C 9.668 7.438 15.333 -0.22
C 8.838 6.969 14.112 -0.41
C 9.506 7.268 12.806 -0.22
N 9.762 8.721 12.624 -0.87
H 11.555 7.145 16.003 0.38
H 11.274 6.558 14.447 0.34
H 9.871 8.492 15.248 0.20
H 9.166 7.233 16.243 0.17
H 7.853 7.508 14.153 0.19
H 8.651 5.883 14.098 0.19
H 8.881 6.860 11.987 0.16
H 10.422 6.700 12.751 0.17
H 8.961 9.139 12.205 0.36
H 10.529 8.909 12.008 0.40
O 12.371 10.317 11.238 -0.79
C 12.613 11.521 11.125 0.77
O 13.382 12.271 11.733 -0.76
C 11.790 12.182 9.946 -0.21
C 12.294 12.555 8.788 -0.19
C 11.528 12.968 7.700 -0.08
C 10.132 13.135 7.787 -0.15
C 9.615 12.897 9.024 -0.15
C 10.357 12.346 10.181 0.53
O 9.790 12.133 11.266 -0.71
N 8.236 13.387 9.208 0.53
O 7.541 13.613 8.229 -0.47
O 7.803 13.531 10.330 -0.40
N 12.062 13.251 6.364 0.54
O 13.259 13.058 6.219 -0.45
O 11.358 13.735 5.496 -0.45
H 13.322 12.388 8.570 0.23
H 9.485 13.417 6.986 0.26

70
Properties=species:S:1:pos:R:3:nbo_charge:R:1 method="wB97M-V/def2-TZVPD" fmax_ev_per_a=2.2 smiles="CCOC(=O)C(F)(F)F.CCOC(=O)C(F)(F)F.CCOC(=O)C(F)(F)F.CCOC(=O)C(F)(F)F.CCOC(=O)C(F)(F)F" gap_ev=11.5 homo_energy_ev=-11.01 relative_energy_kj_mol=90.01
C 19.849 3.878 -6.174 -0.64
C 20.951 4.535 -5.347 -0.08
O 20.614 5.915 -5.120 -0.48
C 19.826 6.204 -4.106 0.70
O 19.298 5.427 -3.387 -0.55
C 19.762 7.745 -3.946 0.90
F 20.699 8.408 -4.615 -0.30
F 18.566 8.158 -4.345 -0.31
F 19.937 8.077 -2.666 -0.31
H 20.185 2.862 -6.402 0.22
H 19.661 4.416 -7.098 0.22
H 18.945 3.746 -5.581 0.22
H 21.845 4.567 -5.967 0.19
H 21.203 4.010 -4.429 0.20
C 22.292 12.136 0.421 -0.65
C 20.918 11.483 0.532 -0.08
O 19.975 11.957 -0.443 -0.48
C 20.131 11.368 -1.638 0.70
O 21.018 10.672 -1.994 -0.53
C 19.061 11.877 -2.660 0.90
F 18.027 12.425 -2.019 -0.32
F 19.594 12.767 -3.479 -0.30
F 18.608 10.856 -3.369 -0.30
H 22.235 13.179 0.716 0.23
H 22.889 11.925 -0.465 0.23
H 22.876 11.618 1.195 0.21
H 20.528 11.905 1.459 0.19
H 20.918 10.403 0.644 0.21
C 14.334 12.909 -0.693 -0.63
C 15.176 13.834 -1.546 -0.08
O 16.131 14.466 -0.696 -0.48
C 16.652 15.630 -1.073 0.70
O 16.340 16.254 -2.035 -0.54
C 17.798 16.116 -0.159 0.90
F 18.893 16.247 -0.905 -0.30
F 17.491 17.297 0.373 -0.31
F 18.077 15.279 0.840 -0.31
H 13.651 13.438 -0.036 0.22
H 14.944 12.161 -0.194 0.23
H 13.760 12.258 -1.361 0.22
H 14.526 14.539 -2.072 0.20
H 15.732 13.334 -2.342 0.20
C 24.893 14.687 3.909 -0.64
C 23.725 13.732 3.732 -0.07
O 22.665 14.370 2.983 -0.49
C 21.837 15.216 3.553 0.69
O 21.963 15.674 4.650 -0.55
C 20.658 15.668 2.622 0.91
F 19.523 15.364 3.263 -0.31
F 20.671 16.999 2.538 -0.30
F 20.766 15.091 1.445 -0.29
H 24.650 15.666 4.317 0.23
H 25.299 14.895 2.915 0.21
H 25.678 14.237 4.515 0.22
H 23.343 13.429 4.706 0.20
H 23.969 12.890 3.094 0.20
C 17.930 11.639 5.175 -0.63
C 18.293 12.187 3.806 -0.08
O 17.436 11.628 2.816 -0.47
C 17.775 10.590 2.111 0.70
O 18.856 10.084 2.028 -0.56
C 16.652 10.077 1.207 0.90
F 15.522 10.741 1.459 -0.31
F 16.970 10.288 -0.070 -0.31
F 16.424 8.779 1.313 -0.30
H 17.981 10.554 5.261 0.22
H 16.865 11.844 5.308 0.22
H 18.530 12.134 5.935 0.23
H 19.357 12.071 3.585 0.19
H 18.150 13.267 3.789 0.21

52
Properties=species:S:1:pos:R:3:nbo_charge:R:1 method="wB97M-V/def2-TZVPD" fmax_ev_per_a=1.4 smiles="Cc1ncoc1C(=O)N1CCC[C@H](N2CCN(c3ccccc3F)CC2)C1" gap_ev=8.4 homo_energy_ev=-7.68 relative_energy_kj_mol=196.17
C -3.142 4.871 -0.328 -0.66
C -2.011 5.285 0.531 0.17
C -0.759 4.729 0.674 0.09
C -0.171 3.599 -0.069 0.63
O -0.670 3.271 -1.137 -0.63
N 0.928 2.978 0.422 -0.42
C 1.426 3.011 1.776 -0.22
H 0.999 3.845 2.327 0.23
C 1.095 1.691 2.476 -0.40
C 1.659 0.504 1.697 -0.41
H 1.381 -0.418 2.209 0.21
C 1.117 0.522 0.266 -0.05
N 1.663 -0.509 -0.613 -0.46
C 0.808 -0.804 -1.749 -0.21
H 0.408 0.124 -2.158 0.21
C -0.360 -1.750 -1.424 -0.23
N 0.169 -2.967 -0.848 -0.45
C -0.435 -4.195 -1.029 0.09
C -1.761 -4.375 -1.444 0.40
C -2.306 -5.620 -1.685 -0.28
C -1.543 -6.757 -1.495 -0.23
C -0.233 -6.620 -1.068 -0.21
C 0.308 -5.371 -0.848 -0.23
H 1.342 -5.290 -0.547 0.21
H 0.380 -7.496 -0.917 0.21
H -1.967 -7.732 -1.675 0.22
H -3.336 -5.678 -2.001 0.23
F -2.590 -3.306 -1.600 -0.34
C 0.959 -2.699 0.334 -0.23
C 2.114 -1.759 -0.036 -0.22
H 2.746 -1.572 0.830 0.20
H 2.725 -2.251 -0.800 0.20
H 1.346 -3.628 0.749 0.21
H 0.326 -2.220 1.101 0.17
H -0.880 -1.977 -2.353 0.22
H -1.068 -1.257 -0.741 0.18
H 1.437 -1.274 -2.511 0.20
C 1.487 1.888 -0.348 -0.22
H 1.106 1.970 -1.364 0.24
H 2.577 1.983 -0.366 0.20
H 0.017 0.464 0.319 0.18
H 2.749 0.572 1.672 0.20
H 1.508 1.704 3.486 0.21
H 0.009 1.593 2.555 0.20
H 2.513 3.145 1.737 0.19
O -0.087 5.485 1.596 -0.41
C -0.953 6.434 1.956 0.34
N -2.099 6.361 1.372 -0.46
H -0.650 7.165 2.680 0.20
H -3.481 5.722 -0.915 0.23
H -3.976 4.541 0.290 0.23
H -2.826 4.070 -0.988 0.26

51
Properties=species:S:1:pos:R:3:nbo_charge:R:1 method="wB97M-V/def2-TZVPD" fmax_ev_per_a=12.6 smiles="COc1ccc(N2CCN(C(=O)NCc3cccc(OC)c3)CC2)cc1" gap_ev=7.4 homo_energy_ev=-7.00 relative_energy_kj_mol=1796.52
C 7.965 2.341 -0.049 -0.22
H 8.860 2.784 -0.732 0.19
O 7.290 1.696 -1.065 -0.52
C 6.111 0.882 -0.575 0.20
C 5.674 0.718 0.627 -0.22
C 4.489 0.070 1.212 -0.39
C 3.703 -0.704 0.407 0.27
C 4.196 -0.530 -1.215 -0.21
C 5.272 0.199 -1.569 -0.21
H 5.681 0.140 -2.515 0.21
H 3.625 -0.899 -1.834 0.15
N 2.620 -1.258 0.583 -0.44
C 2.096 -2.473 -0.319 -0.18
H 1.664 -2.999 0.449 0.21
C 0.924 -1.645 -1.118 -0.21
N -0.093 -1.051 0.043 -0.48
C -1.070 -1.945 0.337 0.81
O -1.284 -2.995 0.022 -0.57
N -1.939 -1.037 1.010 -0.67
H -2.818 -1.738 1.440 0.36
C -2.587 0.188 0.698 -0.27
C -4.008 0.259 0.267 0.08
C -4.907 1.122 0.587 -0.35
C -6.213 1.045 0.082 0.42
C -6.380 0.284 -1.384 -0.35
C -5.279 -0.711 -1.565 -0.18
C -4.115 -0.899 -0.944 -0.24
H -3.308 -1.221 -1.306 0.19
H -5.625 -1.454 -2.259 0.19
H -7.299 0.036 -1.570 0.17
O -7.053 1.985 0.355 -0.48
C -8.377 1.884 -0.299 -0.24
H -8.272 2.227 -1.210 0.19
H -8.917 2.545 0.354 0.20
H -8.894 0.883 -0.065 0.20
H -4.705 1.900 1.384 0.22
H -2.586 0.764 1.554 0.19
H -1.828 0.716 0.398 0.23
C 0.591 -0.047 0.851 -0.21
H 0.898 0.875 0.351 0.22
C 1.839 -0.861 1.756 -0.21
H 1.201 -1.522 2.443 0.21
H 2.135 -0.103 2.286 0.20
H -0.166 0.139 1.581 0.21
H 1.218 -0.777 -1.711 0.21
H 0.563 -2.437 -1.601 0.20
H 2.888 -2.849 -0.834 0.21
H 4.412 -0.006 2.245 0.21
H 6.217 1.534 1.433 0.19
H 8.230 1.763 0.680 0.16
H 7.360 3.181 0.305 0.16

55
Properties=species:S:1:pos:R:3:nbo_charge:R:1 method="wB97M-V/def2-TZVPD" fmax_ev_per_a=1.1 smiles="COc1cc(NC(=O)C2CCN(S(=O)(=O)c3cccnc3)CC2)cc(OC)c1OC" gap_ev=8.7 homo_energy_ev=-8.13 relative_energy_kj_mol=401.47
C -3.412 -3.413 0.020 -0.25
H -2.590 -3.326 -0.697 0.18
O -4.399 -2.435 -0.206 -0.51
C -4.043 -1.122 -0.140 0.37
C -2.765 -0.699 0.189 -0.39
C -2.475 0.660 0.211 0.18
C -3.462 1.577 -0.101 -0.31
C -4.757 1.169 -0.424 0.30
C -5.064 -0.195 -0.435 0.12
O -6.329 -0.637 -0.784 -0.52
C -7.036 -1.338 0.220 -0.25
H -8.023 -1.531 -0.196 0.19
H -7.134 -0.732 1.129 0.17
H -6.552 -2.284 0.470 0.19
O -5.590 2.205 -0.707 -0.49
C -6.937 1.993 -1.072 -0.24
H -7.022 1.332 -1.936 0.19
H -7.318 2.982 -1.325 0.19
H -7.520 1.584 -0.244 0.17
H -3.262 2.638 -0.101 0.21
N -1.205 1.151 0.536 -0.60
C -0.074 0.471 0.866 0.69
O -0.002 -0.736 0.956 -0.62
C 1.107 1.413 1.118 -0.30
C 1.580 2.052 -0.198 -0.41
C 2.219 0.996 -1.099 -0.24
N 3.327 0.341 -0.439 -0.67
S 4.744 1.229 -0.369 2.32
O 4.913 1.931 0.876 -0.95
O 4.844 1.984 -1.583 -0.94
C 5.939 -0.105 -0.417 -0.39
C 6.857 -0.269 0.604 -0.14
C 7.763 -1.315 0.509 -0.26
C 7.695 -2.135 -0.609 0.05
N 6.816 -1.974 -1.585 -0.41
C 5.955 -0.977 -1.492 0.08
H 5.248 -0.859 -2.301 0.21
H 8.377 -2.965 -0.735 0.20
H 8.500 -1.486 1.277 0.23
H 6.844 0.416 1.439 0.25
C 2.960 -0.285 0.814 -0.24
C 2.280 0.684 1.782 -0.43
H 1.924 0.126 2.649 0.23
H 3.013 1.423 2.109 0.24
H 3.876 -0.681 1.258 0.21
H 2.286 -1.115 0.587 0.24
H 2.619 1.457 -2.003 0.24
H 1.490 0.227 -1.373 0.21
H 0.754 2.533 -0.726 0.21
H 2.335 2.808 0.029 0.22
H 0.759 2.203 1.794 0.22
H -1.143 2.160 0.514 0.40
H -1.986 -1.401 0.423 0.26
H -3.913 -4.370 -0.119 0.20
H -3.013 -3.356 1.037 0.18

56
Properties=species:S:1:pos:R:3:nbo_charge:R:1 method="wB97M-V/def2-TZVPD" fmax_ev_per_a=1.3 total_charge=-1 gap_ev="7.3 / 7.3" homo_energy_ev="-4.50 / -4.50" relative_energy_kj_mol=44.55
Ni 0.306 -0.004 -0.179 1.05
O 3.183 -1.771 -2.845 -0.68
C 2.817 -1.063 -3.922 0.35
C 3.427 -1.377 -5.138 -0.29
C 3.088 -0.697 -6.289 -0.19
C 2.129 0.313 -6.256 -0.28
C 1.523 0.631 -5.056 -0.16
C 1.852 -0.040 -3.878 -0.15
C 1.192 0.316 -2.603 0.55
O 1.547 -0.325 -1.533 -0.76
N 0.268 1.229 -2.606 -0.44
N -0.220 1.370 -1.314 -0.32
C -0.903 2.417 -1.039 0.13
C -1.352 2.798 0.274 -0.24
C -2.183 3.923 0.380 -0.14
C -2.603 4.411 1.594 -0.31
C -2.157 3.768 2.759 -0.20
C -1.331 2.674 2.695 -0.26
C -0.907 2.121 1.451 0.40
O -0.175 1.064 1.450 -0.78
H 2.616 -1.473 -2.094 0.52
H 4.164 -2.170 -5.144 0.21
H 3.571 -0.957 -7.223 0.20
H 1.861 0.845 -7.160 0.20
H 0.778 1.412 -4.996 0.23
H -1.110 3.085 -1.875 0.18
H -2.495 4.413 -0.537 0.19
H -3.252 5.275 1.654 0.20
H -2.469 4.142 3.728 0.20
H -0.986 2.180 3.595 0.20
C -4.391 -2.155 0.851 -0.62
C -3.323 -1.625 1.806 0.10
C -3.984 -1.010 3.038 -0.60
C -2.395 -2.765 2.238 -0.64
N -2.618 -0.516 1.157 -0.49
N -1.848 -0.850 0.013 -0.72
H -4.986 -2.930 1.339 0.20
H -3.936 -2.596 -0.038 0.21
H -5.052 -1.344 0.541 0.21
H -4.548 -1.764 3.591 0.20
H -4.658 -0.205 2.743 0.22
H -3.228 -0.594 3.707 0.21
H -2.963 -3.530 2.773 0.20
H -1.605 -2.391 2.893 0.22
H -1.919 -3.250 1.382 0.22
H -1.954 -0.104 1.808 0.37
H -2.411 -0.694 -0.814 0.36
H -1.550 -1.824 0.006 0.37
C 1.550 -5.362 0.493 -0.26
O 1.579 -4.047 1.029 -0.52
C 0.967 -3.055 0.345 0.02
S 0.158 -3.342 -1.088 -0.29
S 1.137 -1.566 1.142 -0.15
H 2.090 -5.976 1.211 0.18
H 2.034 -5.399 -0.483 0.20
H 0.526 -5.716 0.382 0.19

54
Properties=species:S:1:pos:R:3:nbo_charge:R:1 method="wB97M-V/def2-TZVPD" fmax_ev_per_a=1.4 smiles="COC[C@@H](C)n1c(C)cc(C(=O)COC(=O)c2nc3nc(C)cc(C)n3n2)c1C" gap_ev=7.8 homo_energy_ev=-7.67 relative_energy_kj_mol=207.44
C -4.128 -2.514 1.411 -0.25
H -5.023 -2.320 2.000 0.20
O -4.350 -1.923 0.155 -0.53
C -3.403 -2.250 -0.829 -0.07
C -1.975 -1.726 -0.559 -0.06
N -1.945 -0.425 0.078 -0.34
C -2.598 0.707 -0.288 0.26
C -2.107 1.757 0.482 -0.29
C -1.130 1.202 1.355 -0.27
C -1.056 -0.131 1.091 0.16
C -0.162 -1.138 1.728 -0.65
H -0.724 -1.948 2.198 0.21
H 0.527 -1.568 1.000 0.22
H 0.422 -0.644 2.501 0.23
H -0.576 1.730 2.107 0.22
C -2.404 3.156 0.269 0.57
O -3.470 3.611 -0.091 -0.56
C -1.209 4.114 0.465 -0.18
H -1.228 4.542 1.470 0.22
H -1.303 4.913 -0.277 0.22
O 0.047 3.458 0.348 -0.49
C 0.251 2.794 -0.791 0.78
O -0.409 2.901 -1.788 -0.55
C 1.392 1.853 -0.635 0.25
N 2.571 2.190 -0.137 -0.29
N 3.240 1.041 -0.116 -0.18
C 4.501 0.802 0.295 0.29
C 4.917 -0.502 0.217 -0.33
C 4.041 -1.502 -0.267 0.28
N 2.819 -1.237 -0.666 -0.45
C 2.415 0.021 -0.605 0.49
N 1.254 0.552 -0.938 -0.47
C 4.489 -2.923 -0.338 -0.65
H 3.685 -3.537 -0.731 0.24
H 4.769 -3.279 0.651 0.23
H 5.360 -3.008 -0.986 0.23
H 5.913 -0.769 0.529 0.23
C 5.299 1.954 0.786 -0.66
H 4.774 2.436 1.610 0.25
H 6.285 1.634 1.111 0.23
H 5.395 2.695 -0.006 0.25
C -3.631 0.807 -1.347 -0.67
H -4.521 0.250 -1.060 0.24
H -3.904 1.852 -1.462 0.26
H -3.265 0.433 -2.302 0.21
C -1.145 -1.706 -1.845 -0.62
H -1.615 -1.082 -2.599 0.21
H -1.042 -2.713 -2.239 0.21
H -0.159 -1.296 -1.638 0.25
H -1.497 -2.416 0.142 0.21
H -3.338 -3.344 -0.947 0.17
H -3.797 -1.831 -1.755 0.20
H -3.981 -3.598 1.319 0.16
H -3.265 -2.076 1.923 0.17

48
Properties=species:S:1:pos:R:3:nbo_charge:R:1 method="wB97M-V/def2-TZVPD" fmax_ev_per_a=19.8 gap_ev=8.7 homo_energy_ev=-8.18 relative_energy_kj_mol=1521.36
C -2.609 -3.107 1.369 -0.61
H -2.037 -2.774 2.201 0.21
H -3.571 -3.109 1.432 0.19
H -2.210 -4.125 1.020 0.20
C -2.364 -2.309 -0.012 -0.12
C -3.040 -2.759 -1.105 -0.68
H -2.857 -2.142 -1.829 0.22
H -2.592 -3.631 -1.506 0.22
H -4.119 -2.744 -1.163 0.22
H -1.269 -2.073 0.004 0.22
C -3.012 -0.550 0.505 -0.40
H -4.139 -0.649 0.244 0.23
H -2.733 -0.717 1.425 0.19
C -2.320 0.449 -0.347 -0.20
N -0.910 0.412 -0.364 -0.44
C -0.271 0.975 -1.249 -0.22
C 1.202 0.229 -1.483 0.00
C 1.248 -1.038 -1.602 -0.26
C 2.633 -1.466 -1.883 -0.15
C 3.641 -0.743 -1.701 -0.30
C 3.513 0.578 -1.781 -0.16
C 2.196 1.265 -1.395 -0.22
H 2.228 2.356 -1.390 0.24
H 4.383 1.250 -1.520 0.20
H 4.641 -1.078 -2.163 0.21
H 2.692 -2.622 -1.936 0.20
H 0.403 -1.777 -1.684 0.23
H -0.740 0.959 -2.313 0.19
H -0.191 2.064 -1.170 0.18
C -0.405 0.964 1.094 -0.25
C 0.955 0.639 1.329 -0.13
C 1.939 1.410 1.476 -0.19
C 3.273 1.037 1.944 -0.21
C 3.482 -0.485 2.004 -0.17
C 2.450 -1.336 1.823 -0.25
C 1.253 -0.626 1.543 -0.11
H 0.443 -1.533 1.175 0.18
H 2.678 -2.309 2.171 0.23
H 4.481 -0.658 2.285 0.20
H 3.917 1.843 2.186 0.21
H 1.854 2.418 1.679 0.20
H -0.586 2.176 1.226 0.23
H -1.224 0.648 1.843 0.22
C -3.100 1.553 -0.147 0.77
O -2.622 2.832 -0.188 -0.74
O -4.227 1.499 -0.109 -0.59
H -4.715 2.326 0.053 0.53
H -2.416 -0.049 -1.392 0.26